Record 1
Molecular formula: C43H51BCl67F5N2O7PS
Method: DFT, ωB97M-V/def2-TZVPD

The geometry in XYZ format:
```
178
C43H51BCl67F5N2O7PS, DFT ωB97M-V/def2-TZVPD
C 6.36001 3.31912 -3.83220
C 6.53452 3.16558 -5.46603
C 5.33626 2.18480 -6.10032
C 4.42413 1.46990 -4.89356
C 2.96615 2.18067 -4.65374
N 2.41625 3.37657 -5.42128
C 2.04791 1.48703 -3.45034
C 0.57263 2.21288 -3.22418
C -0.33271 1.57271 -2.02543
C -1.81208 2.31334 -1.77618
O -1.92160 2.96378 -0.46174
C -3.28403 2.66096 0.00686
C -4.49066 3.28034 -0.91417
O -5.52200 2.23992 -1.16554
C -5.65027 1.94854 -2.60634
C -6.67414 0.66698 -2.92191
O -5.99009 -0.46818 -3.57171
C -5.30600 -1.31625 -2.57136
C -4.13702 -2.25388 -3.27481
C 0.16016 0.24392 -1.13989
S -1.13103 -0.21552 0.15780
C 1.62004 -0.53586 -1.38368
C 2.00421 -1.86299 -0.53492
F 0.77188 -2.66866 -0.13843
F 2.66776 -2.97566 -1.31313
C 2.69836 -1.59061 0.94471
F 1.72002 -1.90797 2.05524
F 3.01644 -0.13125 1.17576
F 3.86704 -2.48438 1.22416
C 2.57778 0.18241 -2.55212
C 4.10902 -0.33408 -2.90544
O 4.82055 -1.38296 -2.17332
B 5.48510 -0.60759 -1.06167
O 6.31062 -1.40851 -0.11916
O 5.34942 0.85999 -0.97920
N 4.94578 0.27994 -4.04946
P 6.54849 -0.22281 -4.61370
O 7.38980 -1.39213 -3.69075
Cl 6.07005 -1.34810 -6.41661
H 5.30375 3.78544 -3.54018
H 7.20928 4.07021 -3.46898
H 6.52813 2.32457 -3.23517
H 6.59795 4.20770 -6.01085
H 7.53872 2.53987 -5.62280
H 5.76222 1.42035 -6.87315
H 4.65900 2.93755 -6.73350
H 3.12171 4.15652 -5.27847
H 2.38930 3.19961 -6.45452
H 0.22265 3.14324 -3.84848
H -2.01552 3.12797 -2.60751
H -2.60954 1.43820 -1.91855
H -3.47550 1.49076 0.08234
H -3.39324 3.07884 1.09472
H -5.03291 4.10154 -0.23916
H -4.14403 3.84038 -1.88172
H -6.14287 2.87894 -3.14972
H -4.61166 1.66379 -3.08573
H -7.55455 0.99086 -3.65764
H -7.22292 0.28681 -1.93645
H -6.04898 -2.02839 -1.99974
H -4.72670 -0.61091 -1.80839
H -4.62566 -3.28735 -3.55779
H -3.61689 -1.72662 -4.19235
H -3.29960 -2.48282 -2.47881
H -0.67572 0.33771 1.36637
H 6.29810 -0.92840 0.76121
H 4.59022 1.14117 -0.38952
H 8.09627 -0.88306 -3.16453
C -7.69863 -0.85347 1.32956
Cl -9.28955 -0.20796 1.76753
Cl -7.87049 -2.30607 0.32959
Cl -6.74041 0.37394 0.48433
H -7.17366 -1.12797 2.24810
C -11.95897 -0.96223 5.19413
Cl -10.52375 -1.83290 4.62704
Cl -11.50240 0.31039 6.33935
Cl -12.85189 -0.27686 3.82589
H -12.61076 -1.67194 5.71002
C 3.72546 -5.77992 2.16537
Cl 5.38789 -6.28606 1.81951
Cl 2.57783 -7.03917 1.67878
Cl 3.53672 -5.39691 3.88491
H 3.51264 -4.87776 1.58617
C 7.25560 -6.55734 5.14543
Cl 7.20676 -7.45135 6.67444
Cl 7.17407 -4.81241 5.44222
Cl 8.71819 -6.96551 4.23255
H 6.38592 -6.84623 4.54973
C 5.30192 -6.75602 9.85523
Cl 5.83828 -5.24254 10.60438
Cl 5.73796 -8.14126 10.87036
Cl 3.55420 -6.72202 9.56636
H 5.80819 -6.86193 8.89236
C -11.60117 1.41216 -1.18063
Cl -12.22407 -0.13151 -1.78774
Cl -12.02338 1.62495 0.52699
Cl -9.84604 1.50586 -1.40393
H -12.06481 2.21962 -1.75309
C -8.26559 4.31545 0.34962
Cl -9.84821 5.09000 0.16282
Cl -7.14446 4.88181 -0.90011
Cl -7.60674 4.62788 1.96437
H -8.39446 3.23635 0.23306
C 4.59883 -10.45754 2.23789
Cl 3.97593 -12.00121 1.63078
Cl 4.17662 -10.24475 3.94552
Cl 6.35396 -10.36385 2.01460
H 4.13519 -9.65009 1.66543
C 3.51086 -4.67076 -7.31446
Cl 2.18119 -3.52619 -7.06656
Cl 2.88110 -6.29080 -7.65858
Cl 4.56741 -4.12225 -8.62669
H 4.09997 -4.71854 -6.39504
C 9.80297 -5.66818 0.59491
Cl 8.07260 -5.62809 0.97405
Cl 10.08602 -6.52548 -0.92970
Cl 10.46083 -4.02497 0.51612
H 10.31812 -6.20750 1.39391
C 10.15736 3.95954 -6.71943
Cl 9.20922 4.92278 -5.57369
Cl 9.50476 2.31667 -6.84028
Cl 10.18548 4.73651 -8.31149
H 11.18372 3.89588 -6.34905
C -6.82131 8.49563 -1.95028
Cl -5.38609 7.62496 -2.51738
Cl -6.36474 9.76825 -0.80507
Cl -7.71423 9.18100 -3.31852
H -7.47310 7.78592 -1.43440
C 2.90872 7.50560 -4.39786
Cl 4.04089 6.57940 -5.39779
Cl 1.74540 8.37212 -5.41539
Cl 2.06716 6.43916 -3.26049
H 3.47838 8.24073 -3.82364
C 3.42208 -5.04708 -12.56736
Cl 3.36068 -5.86521 -10.99688
Cl 2.23045 -3.73743 -12.63350
Cl 5.05046 -4.42301 -12.88051
H 3.17687 -5.77521 -13.34474
C -8.14264 0.74107 8.93302
Cl -9.09078 1.70431 10.07876
Cl -8.79524 -0.90180 8.81217
Cl -8.11452 1.51804 7.34096
H -7.11628 0.67741 9.30340
C -5.21026 13.35914 1.26787
Cl -6.75734 12.54268 0.98599
Cl -4.03802 12.92091 0.01355
Cl -5.43483 15.11574 1.32318
H -4.81901 13.03131 2.23436
C 13.59883 -3.87145 2.56755
Cl 12.97593 -5.41512 1.96044
Cl 13.17662 -3.65866 4.27518
Cl 15.35396 -3.77776 2.34426
H 13.13519 -3.06400 1.99509
C 0.07869 4.68865 -7.84018
Cl 1.51391 3.81798 -8.40727
Cl 0.53526 5.96127 -6.69496
Cl -0.81423 5.37402 -9.20842
H -0.57310 3.97894 -7.32429
C 8.47292 -2.64056 11.63692
Cl 9.77206 -3.68028 12.24578
Cl 7.60703 -1.87571 12.98033
Cl 9.12235 -1.41341 10.53626
H 7.76619 -3.26221 11.08128
C -12.09808 0.98301 12.04085
Cl -11.56172 2.49649 12.78999
Cl -11.66204 -0.40223 13.05598
Cl -13.84580 1.01701 11.75198
H -11.59181 0.87710 11.07797
C -15.63831 3.38031 -1.34614
Cl -15.68715 2.48630 0.18287
Cl -15.71984 5.12524 -1.04935
Cl -14.17572 2.97214 -2.25902
H -16.50799 3.09142 -1.94184
C 3.44583 -7.40745 13.78614
Cl 3.98218 -5.89397 14.53528
Cl 3.88186 -8.79270 14.80127
Cl 1.69811 -7.37345 13.49727
H 3.95209 -7.51336 12.82326
```

Strongest force on any atom ... 0.1130 hartree/bohr
Frontier orbital gap ... 6.0 eV
Charge ... +1
Highest occupied orbital energy ... -0.4136 Ha

---

Record 2
Molecular formula: C5H6BrF
Method: DFT, ωB97M-V/def2-TZVPD

The geometry in XYZ format:
```
13
C5H6BrF, DFT ωB97M-V/def2-TZVPD
C 0.66435 -1.44201 -0.44746
C 0.05290 -0.36833 0.42168
C 0.63070 1.07118 0.22193
C -0.72431 1.56785 -0.15090
F -1.14557 2.68179 -0.54903
C -1.30577 0.20771 0.12330
Br -2.88666 -0.74385 0.31323
H 0.76385 -1.05218 -1.41483
H 0.03256 -2.26152 -0.42331
H 1.57682 -1.62096 0.02448
H -0.04729 -0.89406 1.37666
H 1.48143 1.21659 -0.55549
H 0.90699 1.63778 1.05975
```

SMILES ... C[C@H]1CC(F)=C1Br
Strongest force on any atom ... 0.1827 hartree/bohr
Frontier orbital gap ... 9.2 eV
Highest occupied orbital energy ... -0.3043 Ha
Relative energy (zero: lowest compared OMol25 entry of this formula, charge and spin) ... 98.4 kJ/mol